Entry 1:
Computed, not measured: C11H12N2O as an isolated structure at a distorted geometry, with wB97M-V/def2-TZVPD.

Properties
- HOMO level (eV) = -8.56
- spin multiplicity = 1
- energy relative to the best compared isomer or geometry (same formula, charge and spin) (kcal/mol) = 161.3
- charge = 0
- orbital gap (hartree) = 0.346

Structure (XYZ):
```
26
Properties=species:S:1:pos:R:3:forces:R:3:nbo_charge:R:1
C 0.2785 -0.9023 1.4418 0.00 0.28 1.27 0.818
C 0.1114 1.8102 -1.5835 -1.63 1.48 -2.31 -0.225
C -0.5434 0.5228 -2.3340 0.63 -1.47 -2.90 -0.212
C -0.3595 2.1928 -0.2272 1.66 -1.79 0.36 -0.197
C 1.1139 0.9065 -0.9290 1.92 -0.06 -1.27 -0.259
C -1.4803 -0.3912 -1.6047 2.79 -0.35 0.19 -0.213
C 0.6154 -0.3101 -1.6974 -2.81 -0.11 2.21 -0.259
C 0.4267 1.2699 0.3678 1.41 -0.91 -3.20 0.200
C -0.4953 -1.0296 -0.9264 1.82 3.11 -0.02 0.213
C 1.0510 1.1101 2.6762 -2.84 -1.46 2.31 -0.393
C -1.0508 -2.7849 0.5321 4.56 0.32 0.33 -0.393
N 0.7449 0.4869 1.4243 -1.73 -3.20 1.13 -0.487
N -0.2573 -1.5688 0.3485 -0.78 0.48 -1.23 -0.478
O 0.3320 -1.5180 2.4995 0.30 0.69 -0.35 -0.645
H 0.2145 2.5467 -2.4181 0.65 -0.30 1.08 0.224
H -0.5195 0.5381 -3.5247 -0.42 0.51 2.54 0.206
H -0.9542 2.8912 0.2047 -2.16 1.95 0.80 0.203
H 2.1981 1.0129 -1.1303 -0.48 0.63 0.82 0.226
H -2.4781 -0.5328 -1.6093 -3.34 0.01 0.14 0.193
H 1.2187 -0.9987 -2.1808 1.54 -0.77 -1.33 0.219
H 1.4976 0.3271 3.3846 -0.41 1.64 -1.05 0.252
H 1.5844 1.9059 2.3186 2.41 2.04 0.23 0.199
H 0.1191 1.6424 3.1625 1.36 -1.38 -0.55 0.172
H -0.8320 -3.0158 1.5147 -0.38 -0.94 2.24 0.241
H -2.0174 -2.5911 0.3371 -3.40 0.22 -0.82 0.192
H -0.5186 -3.5204 -0.0469 -0.65 -0.62 -0.62 0.200
```
Forces are in eV/Å.



Entry 2:
Computed, not measured: C5H6Br12Cl2 as an isolated structure at a distorted geometry, with wB97M-V/def2-TZVPD.

Properties
- HOMO level (eV) = -10.15
- spin multiplicity = 1
- energy relative to the best compared isomer or geometry (same formula, charge and spin) (kcal/mol) = 6.6
- charge = 0
- orbital gap (hartree) = 0.342

Structure (XYZ):
```
25
Properties=species:S:1:pos:R:3:forces:R:3:nbo_charge:R:1
C 2.8548 0.7974 2.8580 -0.17 0.07 0.61 -0.462
Br 3.1879 1.3992 4.7152 0.03 -0.62 -0.66 0.065
Br 2.2021 -1.0889 2.7257 0.68 1.22 0.32 0.060
Br 4.3962 1.2117 1.7263 -0.96 -0.40 0.43 0.112
H 1.9916 1.4210 2.6252 0.41 -0.29 -0.58 0.224
C -4.0921 -0.7884 3.3303 -0.12 0.99 0.01 -0.446
Br -5.5106 0.0337 2.2026 0.88 -0.50 0.60 0.072
Br -4.0785 0.0967 5.1254 -0.09 -0.86 -1.20 0.080
Br -2.3215 -0.6227 2.5187 -0.62 -0.01 0.20 0.072
H -4.3093 -1.8556 3.3745 -0.02 0.39 0.38 0.225
C 4.0179 1.3431 -2.8841 1.34 0.67 -0.88 -0.424
Br 4.4635 3.1862 -2.3223 -0.69 -0.74 -0.30 0.072
Br 5.5519 0.2687 -2.2476 -1.06 0.09 -0.49 0.076
Br 3.8410 1.2989 -4.9232 0.08 -0.12 1.89 0.043
H 3.0857 1.0018 -2.4341 0.27 0.09 -0.14 0.229
C -3.6229 -1.4698 -3.1445 0.96 -0.48 -0.05 -0.432
Br -3.4868 -0.4353 -1.4018 -0.09 -0.85 -1.78 0.068
Br -3.0223 -3.3443 -2.9222 -0.31 0.87 0.26 0.070
Br -2.5797 -0.7776 -4.7149 -0.82 0.01 1.37 0.077
H -4.6642 -1.5629 -3.4529 0.27 0.46 0.26 0.219
C 0.2729 -0.1018 -0.1411 0.62 0.12 0.21 -0.371
Cl 1.7909 -0.8617 -0.7728 -0.87 0.46 -0.12 -0.043
Cl 0.4989 1.6575 0.1737 -0.05 -0.68 -0.09 -0.045
H -0.5728 -0.1967 -0.8222 0.43 -0.16 -0.07 0.236
H 0.1053 -0.6104 0.8082 -0.11 0.26 -0.18 0.223
```
Forces are in eV/Å.



Entry 3:
Computed, not measured: C28H38BrCsF7MgN5NaO13S2 as an isolated structure at a distorted geometry, with wB97M-V/def2-TZVPD.

Properties
- HOMO level (eV) = -2.40
- spin multiplicity = 1
- charge = -1
- orbital gap (hartree) = 0.053

Structure (XYZ):
```
97
Properties=species:S:1:pos:R:3:forces:R:3:lowdin_charge:R:1
C -0.9410 0.4097 -0.1708 -1.40 0.77 -1.13 0.114
C 0.0129 -0.2508 0.0721 4.71 1.69 2.68 -0.516
N 1.3485 -0.8021 0.3985 -1.22 3.38 1.19 -0.221
C 2.3811 0.1818 0.2756 0.89 0.33 0.08 -0.493
N 2.0835 1.4226 -0.1496 -0.25 0.07 -0.30 0.160
N 3.7357 -0.0853 0.6415 -1.90 -0.58 0.45 -0.028
C 3.8438 -1.0512 1.7594 0.22 0.23 0.19 -0.184
C 3.4632 -0.5104 3.1079 0.13 -0.07 -0.40 -0.230
C 2.2912 0.1556 3.3890 -0.56 0.08 -0.30 -0.055
C 1.9977 0.5947 4.6578 0.05 -0.08 -0.07 -0.020
C 2.8673 0.3607 5.6992 -0.42 0.19 0.73 -0.269
C 2.5294 0.8076 7.0797 0.00 -0.19 -0.35 -0.080
C 4.0359 -0.3031 5.4293 0.22 -0.24 -0.08 -0.025
C 4.3269 -0.7233 4.1567 0.48 -0.29 -0.10 -0.044
H -1.7894 0.8802 -0.6659 -0.13 0.14 0.61 0.037
H 1.2648 -1.1424 1.3732 0.21 -0.06 -0.08 0.098
H 2.6881 1.8521 -0.8198 0.29 0.44 0.17 0.101
H 1.3341 1.9722 0.2371 -0.31 0.02 -0.13 0.112
H 4.1671 -0.5661 -0.1595 0.96 0.81 1.40 -0.216
H 4.8846 -1.3267 1.8164 0.48 -0.10 -0.10 0.108
H 3.3227 -1.9858 1.5535 -0.33 -0.25 -0.17 0.099
H 1.5634 0.3526 2.6283 -0.28 0.23 -0.40 0.086
H 1.0922 1.1292 4.8504 -0.43 0.27 0.02 0.119
H 3.4399 1.0274 7.6017 0.30 0.20 0.43 0.062
H 1.9582 0.0573 7.6117 -0.23 -0.37 0.15 0.075
H 1.9802 1.7266 7.0040 -0.21 0.43 0.26 0.063
H 4.7262 -0.5038 6.2186 0.39 0.00 0.44 0.112
H 5.2496 -1.2410 3.9671 0.38 -0.14 -0.03 0.105
C 10.1108 3.3085 4.6389 -0.06 0.02 0.06 -0.124
O 8.9437 3.8901 4.1236 -0.02 -0.17 -0.18 -0.188
C 9.2169 4.9202 3.1947 -0.07 0.03 0.24 -0.212
C 8.0267 5.1772 2.3002 -0.08 0.14 -0.10 -0.185
O 7.8785 4.2318 1.2523 0.11 -0.02 0.02 -0.134
C 7.3613 2.9582 1.6173 -0.01 -0.16 -0.24 -0.185
C 5.8828 2.9649 1.9255 -0.10 -0.23 0.22 -0.234
O 5.6523 3.4295 3.2242 -0.06 0.46 0.16 -0.192
C 4.3118 3.8703 3.4056 0.04 -0.04 0.23 -0.080
H 10.7220 4.0466 5.1748 0.07 -0.04 -0.03 0.086
H 9.8095 2.5293 5.3359 -0.02 0.01 0.03 0.088
H 10.7098 2.8519 3.8390 0.06 0.06 0.04 0.085
H 10.0843 4.6532 2.5756 -0.01 0.03 -0.02 0.124
H 9.4466 5.8392 3.7546 0.10 0.04 -0.12 0.127
H 8.1992 6.1320 1.7975 0.01 -0.01 -0.03 0.125
H 7.1083 5.2698 2.8830 0.06 -0.12 0.12 0.128
H 7.9300 2.5204 2.4400 -0.10 0.06 0.12 0.121
H 7.5165 2.3292 0.7359 0.02 0.05 -0.02 0.120
H 5.4822 1.9400 1.8551 0.01 0.03 -0.29 0.112
H 5.3654 3.6033 1.1943 0.02 -0.08 -0.09 0.126
H 4.0909 4.7096 2.7296 0.00 -0.10 -0.01 0.086
H 4.1897 4.1906 4.4395 0.00 -0.12 0.07 0.071
H 3.6101 3.0485 3.2148 -0.01 0.03 -0.03 0.078
F 3.6157 3.1466 6.7120 0.20 0.62 -0.16 -0.486
C -6.3997 -4.6572 -2.8805 0.67 -1.05 0.44 -0.655
F -7.5851 -4.5814 -3.5635 -0.14 -0.07 0.10 0.052
F -6.4372 -5.7528 -2.1589 -0.15 -0.09 0.21 0.182
F -5.4374 -4.8291 -3.8157 -0.29 0.19 -0.31 0.115
S -6.1520 -3.1123 -1.9517 -0.34 0.00 -0.33 0.562
O -7.2357 -3.0555 -1.0349 -0.17 -0.03 0.35 -0.231
O -6.1621 -2.1863 -3.0528 0.17 0.09 -0.51 -0.315
N -4.7435 -3.4493 -1.3499 -0.12 0.51 0.00 -0.274
S -4.0342 -2.3073 -0.5107 0.20 0.73 0.33 0.577
O -4.6112 -2.0058 0.7497 -0.34 -0.36 0.43 -0.216
O -3.5385 -1.1967 -1.2633 0.38 -0.45 -0.45 -0.258
C -2.5333 -3.2784 -0.0985 -1.75 -1.81 0.53 -0.749
F -1.8804 -3.6822 -1.2225 -4.78 -2.71 -1.01 -0.269
F -2.7721 -4.3815 0.5823 -0.27 -0.02 0.16 0.175
F -1.6624 -2.5581 0.6541 -7.30 -0.36 5.54 -0.326
Cs -0.1258 -2.4673 -0.7074 12.22 -1.30 -8.06 1.883
Mg 4.0273 -1.3983 -1.6567 -0.18 -1.18 -2.14 0.606
C -4.5554 1.6133 -2.5079 0.08 -1.21 -0.51 -0.005
C -5.4410 1.8985 -3.4660 1.65 1.58 -0.09 -0.427
C -5.5890 3.3608 -3.8805 -0.29 0.15 -0.29 -0.436
O -6.3167 3.6255 -4.8448 -0.21 -0.35 -0.09 -0.006
C -4.8916 4.3331 -3.1363 0.08 0.10 0.13 -0.002
C -3.9755 4.0970 -2.0934 -0.22 -0.15 -0.21 -0.416
C -3.7428 2.6058 -1.7955 -0.05 -0.04 -0.13 -0.260
O -2.9209 2.2150 -0.9821 -0.13 0.33 -0.20 0.049
O -3.3454 4.9183 -1.4318 0.10 0.13 0.10 0.011
O -6.2593 0.9638 -4.0693 -0.87 0.13 2.32 -0.403
H -4.3988 0.5860 -2.1914 -0.14 0.14 0.02 0.088
H -5.0950 5.3523 -3.4374 0.13 0.06 0.03 0.107
Na -7.1315 -3.5571 -5.3926 0.29 0.71 -0.14 0.795
C -9.2320 -5.5097 -8.3398 -0.06 0.28 0.20 -0.379
O -8.6069 -4.7972 -9.1012 0.17 0.03 0.05 0.015
N -9.4934 -6.8078 -8.5268 -0.07 -0.32 0.02 -0.196
C -10.2445 -7.5955 -7.5659 0.10 -0.02 -0.22 -0.050
C -9.0052 -7.4445 -9.7428 0.01 0.17 0.04 -0.030
H -9.6512 -5.1183 -7.3911 -0.06 -0.08 -0.01 0.128
H -9.6354 -8.4243 -7.2019 -0.04 -0.02 0.05 0.091
H -11.1444 -7.9979 -8.0323 -0.04 -0.02 0.06 0.093
H -10.5361 -6.9758 -6.7214 0.00 0.04 0.01 0.082
H -7.9196 -7.3697 -9.7943 0.01 -0.02 -0.04 0.094
H -9.4211 -6.9466 -10.6176 0.02 -0.02 -0.04 0.097
H -9.2981 -8.4899 -9.7458 -0.03 -0.03 0.04 0.087
Br -7.4573 0.8081 -2.5602 -0.40 -0.62 -1.37 0.855
O 3.2588 5.7653 6.8684 0.11 -0.15 -0.10 -0.280
H 4.2101 5.7914 7.0556 -0.16 -0.32 -0.04 -0.092
```
Forces are in eV/Å.



Which value of spin multiplicity does entry 2 give?
1